Density functional theory data (the ωB97M-V functional and the def2-TZVPD basis) for C46H41AlClN5OP2Se2Si as an isolated structure in a non-equilibrium geometry.

Geometry as ORCA input:
```
! wB97M-V def2-TZVPD RIJCOSX def2/J DEFGRID3
* xyz 0 1
Al 1.3183 1.6960 -2.0515
Cl -1.1581 0.7179 -8.6496
C -0.3347 1.1889 -7.1864
C 0.0890 2.5167 -7.0282
C 0.7279 2.9131 -5.8840
C 0.9537 2.0140 -4.8250
O 1.5301 2.4248 -3.7207
C 0.5923 0.6577 -5.0378
C 1.1228 -0.3525 -4.1599
N 1.7164 -0.0366 -3.0728
C 2.6372 -0.8575 -2.4099
C 2.7273 -2.2149 -2.4001
C 3.7935 -2.8434 -1.7074
C 4.7427 -2.1115 -1.0571
C 4.6587 -0.6954 -1.0445
C 5.5746 0.1515 -0.3813
C 5.4081 1.5032 -0.4305
C 4.2988 2.0323 -1.1075
N 3.4127 1.2783 -1.7128
C 3.5967 -0.0812 -1.7105
C -0.0694 0.2689 -6.2170
H -0.0980 3.2270 -7.8248
H 1.0492 3.9391 -5.7501
H 1.1523 -1.3793 -4.5277
H 1.9775 -2.8147 -2.9108
H 3.8509 -3.9258 -1.7019
H 5.5641 -2.5979 -0.5409
H 6.4007 -0.2868 0.1654
H 6.0955 2.1731 0.0646
H 4.1203 3.1016 -1.1201
H -0.3661 -0.7689 -6.3501
Se -0.6200 2.3291 4.0800
P -0.1343 0.3784 3.4787
C -1.4108 -0.8032 4.0385
C -2.7346 -0.3712 4.1166
C -3.7246 -1.2167 4.6004
C -3.3948 -2.4888 5.0534
C -2.0733 -2.9105 5.0219
C -1.0859 -2.0761 4.5115
C 1.4023 -0.3128 4.1711
C 1.9297 0.2154 5.3435
C 3.0744 -0.3458 5.9046
C 3.6901 -1.4308 5.2952
C 3.1731 -1.9516 4.1135
C 2.0345 -1.3905 3.5483
C 0.2604 0.3052 1.6777
C -0.1112 -0.2140 0.4202
N 0.7501 0.3224 -0.4858
N 1.5794 1.1289 0.1807
N 1.2959 1.1550 1.4588
P -1.4092 -1.3067 -0.2297
Se -1.6255 -1.2725 -2.3245
C -2.9435 -0.8055 0.5750
C -3.0884 0.4463 1.1614
C -4.3402 0.8555 1.6107
C -5.4367 0.0215 1.4775
C -5.2952 -1.2359 0.8916
C -4.0560 -1.6455 0.4303
C -0.9955 -2.9638 0.3805
C -0.2229 -3.8094 -0.4156
C 0.1592 -5.0559 0.0661
C -0.2365 -5.4635 1.3370
C -1.0213 -4.6287 2.1224
C -1.4042 -3.3807 1.6433
H -2.9752 0.6406 3.8154
H -4.7532 -0.8737 4.6408
H -4.1657 -3.1428 5.4516
H -1.8070 -3.8921 5.3965
H -0.0611 -2.4176 4.4993
H 1.4429 1.0698 5.8008
H 3.4854 0.0670 6.8185
H 4.5789 -1.8705 5.7371
H 3.6567 -2.7932 3.6315
H 1.6423 -1.7870 2.6158
H -2.2378 1.1125 1.2625
H -4.4531 1.8376 2.0568
H -6.4131 0.3535 1.8165
H -6.1551 -1.8864 0.7827
H -3.9412 -2.6110 -0.0499
H 0.0570 -3.4868 -1.4128
H 0.7611 -5.7142 -0.5535
H 0.0536 -6.4401 1.7082
H -1.3380 -4.9469 3.1102
H -2.0397 -2.7392 2.2396
C -1.6050 4.2638 -3.9087
Si -1.2956 4.1377 -2.0763
C -0.6094 5.7633 -1.4674
C -2.9992 3.9298 -1.3182
C -0.2766 2.7365 -1.4458
H -2.4843 4.9032 -4.0616
H -1.8212 3.2816 -4.3506
H -0.7637 4.7075 -4.4548
H -1.3255 6.5751 -1.6519
H 0.3355 6.0261 -1.9647
H -0.4217 5.7140 -0.3868
H -3.7319 4.6103 -1.7725
H -2.9770 4.1289 -0.2360
H -3.3598 2.9012 -1.4605
H -0.9990 1.9150 -1.3767
H -0.0730 3.0111 -0.3991
*
```

Computed properties:
relative energy (zero: lowest compared OMol25 entry of this formula, charge and spin)	34.5	kcal per mole
E_HOMO	-7.8	eV
Kohn-Sham gap	6.866	eV
E	-234138.325	eV

Atomic partial charges in e from the Mulliken method, atoms 1 to 99: -0.012, -0.246, -0.036, -0.411, -0.466, 0.135, -0.388, 0.417, 0.022, 0.718, 0.236, -0.637, -0.860, -1.020, 0.876, -0.697, -0.886, -0.148, 0.188, 0.877, -1.027, 0.412, 0.520, 0.368, 0.221, 0.447, 0.445, 0.469, 0.399, 0.503, 0.434, -0.360, 0.412, 0.985, -0.669, -0.722, -0.807, -0.431, -0.449, 0.379, -0.806, -0.615, -0.577, -0.830, -0.219, 0.089, -0.221, 1.323, 0.143, -1.454, 1.105, -0.330, 0.237, -0.117, -0.921, -0.644, -0.762, -0.522, 0.072, -0.414, -0.623, -0.751, -0.706, 0.161, 0.486, 0.446, 0.403, 0.510, 0.324, 0.394, 0.406, 0.382, 0.464, 0.599, 0.637, 0.456, 0.418, 0.435, 0.479, 0.162, 0.435, 0.400, 0.437, 0.311, -0.974, 0.216, -1.144, -1.139, 0.043, 0.450, 0.264, 0.194, 0.325, 0.297, 0.332, 0.418, 0.273, 0.270, -0.604

Density functional theory data (the ωB97M-V functional and the def2-TZVPD basis) for C46H41ClGeMnN2O4S2 as an isolated structure in a non-equilibrium geometry.

Geometry as ORCA input:
```
! wB97M-V def2-TZVPD RIJCOSX def2/J DEFGRID3
* xyz 0 2
Mn -0.4885 0.2276 0.2376
Cl -7.0569 -2.0335 -1.9789
C -5.3879 -1.7540 -1.5741
C -4.4349 -2.7611 -1.8526
C -3.1203 -2.5803 -1.5440
C -2.6579 -1.3770 -0.9336
O -1.4258 -1.2518 -0.6402
C -3.6414 -0.3627 -0.6830
C -3.2504 0.8657 -0.1237
O -2.0827 1.1833 0.1803
C -5.0032 -0.5851 -1.0028
H -4.7643 -3.6802 -2.3214
H -2.3821 -3.3475 -1.7431
H -4.0243 1.6222 0.0539
H -5.7354 0.1870 -0.7909
S 0.1762 1.9376 2.0201
C 0.0958 3.3537 1.1214
N -0.2236 4.5226 1.7075
C -0.5685 5.6588 0.8568
C 0.4933 5.7864 -0.2003
N 0.5637 4.5425 -0.9541
C 0.6286 4.6778 -2.4139
C -0.6845 5.1894 -2.9618
C -1.7821 4.3323 -3.0335
C -2.9983 4.7902 -3.5151
C -3.1354 6.1127 -3.9215
C -2.0502 6.9727 -3.8482
C -0.8301 6.5108 -3.3691
C 0.4021 3.3589 -0.3239
S 0.6196 1.9227 -1.1586
C -0.6025 4.6426 3.1130
C -2.0945 4.8369 3.2667
C -2.6101 5.9520 3.9133
C -3.9840 6.1296 4.0255
C -4.8516 5.1966 3.4796
C -4.3420 4.0804 2.8258
C -2.9717 3.9003 2.7194
H -0.6166 6.5534 1.4740
H -1.5450 5.5086 0.3875
H 1.4587 6.0053 0.2673
H 0.2428 6.5972 -0.8804
H 0.8586 3.7047 -2.8309
H 1.4419 5.3611 -2.6639
H -1.6712 3.3011 -2.7146
H -3.8382 4.1112 -3.5905
H -4.0841 6.4671 -4.3044
H -2.1465 8.0012 -4.1743
H 0.0215 7.1832 -3.3283
H -0.0639 5.4929 3.5361
H -0.2786 3.7423 3.6239
H -1.9340 6.6854 4.3410
H -4.3743 6.9986 4.5402
H -5.9219 5.3320 3.5682
H -5.0163 3.3446 2.4047
H -2.5729 3.0252 2.2146
O 3.0238 -0.0070 -0.0071
C 2.2701 -0.4628 0.8368
O 1.0230 -0.7730 0.5822
C 2.7903 -0.7999 2.2295
C 2.5770 -2.2563 2.6732
Ge 0.8915 -3.1937 2.2660
C 0.7182 -3.7086 0.3850
C -0.4197 -4.3777 -0.0620
C -0.5202 -4.8097 -1.3769
C 0.5273 -4.5888 -2.2618
C 1.6701 -3.9329 -1.8264
C 1.7620 -3.4927 -0.5118
C -0.7272 -2.4399 3.0764
C -1.8547 -3.2476 3.2222
C -3.0378 -2.7363 3.7428
C -3.1079 -1.4044 4.1267
C -1.9878 -0.5929 4.0056
C -0.8071 -1.1090 3.4854
C 1.1955 -4.9288 3.1830
C 2.1201 -5.8104 2.6169
C 2.4418 -7.0110 3.2345
C 1.8308 -7.3594 4.4327
C 0.9058 -6.5001 5.0076
C 0.5970 -5.2937 4.3888
H 2.2839 -0.1288 2.9298
H 3.8500 -0.5518 2.2185
H 2.6741 -2.3369 3.7578
H 3.3661 -2.8811 2.2446
H -1.2351 -4.5645 0.6296
H -1.4132 -5.3248 -1.7133
H 0.4525 -4.9265 -3.2882
H 2.4921 -3.7607 -2.5105
H 2.6530 -2.9621 -0.1955
H -1.8035 -4.2940 2.9394
H -3.9049 -3.3775 3.8468
H -4.0344 -1.0015 4.5181
H -2.0279 0.4443 4.3204
H 0.0719 -0.4775 3.4430
H 2.5892 -5.5549 1.6707
H 3.1683 -7.6759 2.7823
H 2.0763 -8.2976 4.9162
H 0.4272 -6.7684 5.9426
H -0.1167 -4.6244 4.8579
*
```

Computed properties:
E_HOMO (spin up / spin down)	-7.8 / -7.3	eV
Kohn-Sham gap (spin up / spin down)	6.311 / 5.791	eV
E	-181567.519	eV

The net atomic charges from Mulliken, expressed in e, are: 0.686, -0.245, 0.207, -0.712, -0.436, 0.449, -0.823, 0.351, -0.152, -0.080, -1.012, 0.463, 0.434, 0.351, 0.445, -0.311, 0.030, 0.126, -0.665, -0.832, 0.145, -1.722, 0.711, -0.117, -0.775, -0.399, -0.703, -0.192, 0.447, -0.286, -1.425, 0.525, -0.487, -0.607, -0.511, -0.683, 0.467, 0.528, 0.287, 0.338, 0.402, 0.611, 0.470, 0.463, 0.432, 0.384, 0.375, 0.411, 0.438, 0.508, 0.374, 0.381, 0.393, 0.432, 0.125, -0.726, 0.551, 0.366, -0.522, -1.292, 1.289, 0.565, -0.211, -0.482, -0.593, -0.775, -0.260, 0.216, -0.218, -0.946, -0.524, -0.704, -0.215, 0.046, -0.531, -0.699, -0.455, -0.636, -0.318, 0.198, 0.414, 0.583, 0.445, 0.095, 0.514, 0.384, 0.424, 0.237, 0.457, 0.405, 0.410, 0.460, 0.220, 0.310, 0.399, 0.371, 0.394, 0.333

Density functional theory data (the ωB97M-V functional and the def2-TZVPD basis) for C46H42As2BrN2O2Pt as an isolated structure.

Geometry as ORCA input:
```
! wB97M-V def2-TZVPD RIJCOSX def2/J DEFGRID3
* xyz 3 5
Pt -0.7175 0.4346 1.2496
Br 2.8871 4.4290 6.4666
C 1.7957 3.8178 5.1199
C 1.1986 4.7271 4.2203
C 0.4142 4.2532 3.2193
C 0.1762 2.8426 3.0254
O -0.5529 2.5097 2.0547
C 0.7633 1.9237 3.9920
C 0.5239 0.4919 4.0607
N -0.1400 -0.2166 3.2269
C -0.4308 -1.5957 3.4503
C -0.1772 -2.2606 4.6236
C -0.5095 -3.6198 4.7775
C -1.1189 -4.3011 3.7652
C -1.4332 -3.6439 2.5523
C -2.1089 -4.2962 1.4967
C -2.4347 -3.6022 0.3656
C -2.0650 -2.2555 0.2793
N -1.3997 -1.6198 1.2229
C -1.0912 -2.2866 2.3840
C 1.5474 2.4356 5.0005
H 1.3755 5.7879 4.3377
H -0.0607 4.9193 2.5106
H 0.9452 0.0124 4.9424
H 0.2672 -1.7487 5.4660
H -0.2886 -4.1113 5.7147
H -1.3863 -5.3434 3.8817
H -2.3750 -5.3409 1.6034
H -2.9726 -4.0704 -0.4463
H -2.3274 -1.6642 -0.5876
H 1.9776 1.7708 5.7398
C 0.3140 1.1535 -2.7504
C 1.5281 1.1663 -1.8406
As 1.4307 0.6271 0.0591
C 2.4992 -0.9802 0.1164
C 3.6727 -1.0933 -0.6272
C 4.4331 -2.2499 -0.5446
C 4.0350 -3.2906 0.2845
C 2.8780 -3.1734 1.0415
C 2.1126 -2.0190 0.9573
C 2.5810 1.9321 0.9006
C 3.4846 1.5073 1.8715
C 4.3275 2.4300 2.4750
C 4.2766 3.7675 2.1056
C 3.3673 4.1928 1.1473
C 2.5089 3.2793 0.5520
As -0.8450 -0.3940 -2.6815
C -0.0205 -2.0259 -3.2268
C 0.6834 -2.7765 -2.2865
C 1.3203 -3.9391 -2.6899
C 1.2491 -4.3408 -4.0183
C 0.5362 -3.5938 -4.9475
C -0.1157 -2.4347 -4.5586
C -2.3698 -0.0892 -3.7401
C -3.2335 -1.1803 -3.9243
C -4.3678 -1.0261 -4.7003
C -4.6374 0.2034 -5.2897
C -3.7818 1.2858 -5.1087
C -2.6525 1.1515 -4.3219
H 0.6495 1.1770 -3.7913
H -0.3408 2.0087 -2.5877
H 1.9341 2.1782 -1.8344
H 2.3007 0.5267 -2.2631
H 4.0258 -0.2814 -1.2507
H 5.3456 -2.3345 -1.1197
H 4.6371 -4.1875 0.3495
H 2.5770 -3.9772 1.7014
H 1.2111 -1.9296 1.5470
H 3.5544 0.4601 2.1424
H 5.0479 2.0986 3.2120
H 4.9574 4.4782 2.5569
H 3.3333 5.2340 0.8534
H 1.7998 3.6264 -0.1927
H 0.7308 -2.4646 -1.2516
H 1.8695 -4.5322 -1.9706
H 1.7471 -5.2483 -4.3333
H 0.4840 -3.9163 -5.9788
H -0.6801 -1.8596 -5.2814
H -2.9997 -2.1412 -3.4804
H -5.0387 -1.8599 -4.8560
H -5.5214 0.3198 -5.9030
H -3.9963 2.2297 -5.5917
H -1.9821 1.9915 -4.1899
C -3.1801 3.3728 -1.4238
C -4.1689 2.2084 -1.1905
C -3.4195 1.2686 -0.2509
O -2.0144 1.5907 -0.4265
C -1.9952 3.0364 -0.5289
H -3.6051 4.3381 -1.1581
H -2.8807 3.4243 -2.4699
H -4.4113 1.7083 -2.1262
H -5.1007 2.5443 -0.7416
H -3.5468 0.2116 -0.4815
H -3.6912 1.4425 0.7947
H -1.0219 3.3311 -0.9233
H -2.1062 3.4575 0.4702
*
```

Computed properties:
relative energy (zero: lowest compared OMol25 entry of this formula, charge and spin)	0.0	kcal per mole
E_HOMO (spin up / spin down)	-15.2 / -16.1	eV
Kohn-Sham gap (spin up / spin down)	6.973 / 5.777	eV
E	-250398.641	eV

The net atomic charges from Mulliken, expressed in e, are: 2.198, 0.030, -0.289, -0.481, -0.345, 0.596, -0.768, 0.200, 0.124, 0.168, 0.938, -0.831, -1.233, -0.895, 0.677, -0.837, -1.562, 0.371, 0.017, 0.267, -0.788, 0.526, 0.483, 0.223, 0.432, 0.460, 0.496, 0.511, 0.515, 0.339, 0.596, -0.490, -1.884, 1.237, 0.499, -1.025, -0.934, -0.715, -0.550, -0.165, 0.593, -0.515, -0.846, -0.663, -0.862, -0.419, 1.338, 0.198, 0.004, -0.832, -0.637, -0.758, -0.506, 0.556, -0.883, -0.791, -0.535, -0.653, -0.460, 0.853, 0.183, 0.792, 0.396, 0.505, 0.478, 0.438, 0.484, 0.613, 0.477, 0.486, 0.481, 0.495, 0.173, 0.293, 0.512, 0.441, 0.452, 0.497, 0.548, 0.457, 0.443, 0.475, 0.369, -0.569, -0.568, -0.646, 0.071, -0.844, 0.449, 0.202, 0.055, 0.442, 0.345, 0.481, 0.373, 0.430